[1]
C3H4ClN2O | wB97M-V/def2-TZVPD

Atoms and positions in Å:
C: -0.910 1.409 0.099
C: -3.116 0.423 0.103
C: 0.692 -0.395 0.176
N: -1.894 0.469 0.129
N: -0.408 -1.084 0.307
O: 0.309 1.124 0.053
Cl: -4.474 -0.309 -0.175
H: -1.014 2.458 0.126
H: 1.358 -0.214 0.974
H: 1.050 -0.552 -0.886
H: -0.800 -1.825 -0.367

Its HOMO-LUMO gap (spin up / spin down) is 7.29 / 6.41 eV. The value obtained for the molecular weight is 119.53 g/mol. The value obtained for the energy is -761.15480 hartree. The net charge is +1. For the max |F|, the calculation gives 5.40 eV/Å. Its highest occupied orbital energy (spin up / spin down) is -13.56 / -12.91 eV.

Here are the natural (NBO) charges for atoms 1 to 6, given in e: 0.581, 0.332, 0.049, -0.361, -0.708, -0.322

=====

[2]
C5H6MgO3 | wB97M-V/def2-TZVPD

Atoms and positions in Å:
O: 1.706 0.336 -0.524
C: 0.606 -0.172 -0.355
O: -0.474 0.278 -0.935
O: 0.390 -1.189 0.437
C: -1.022 -1.464 0.503
C: -1.615 -0.562 -0.593
C: -2.771 0.279 -0.154
C: -2.605 1.423 0.543
Mg: 3.631 0.219 -0.015
H: -1.369 -1.200 1.509
H: -1.180 -2.529 0.315
H: -1.860 -1.134 -1.496
H: -3.758 -0.195 -0.198
H: -3.298 2.009 -0.206
H: -1.624 1.900 0.624

Its HOMO-LUMO gap (spin up / spin down) is 8.13 / 8.26 eV. As for the expectation value of S²: 0.750. As for the spin multiplicity: 2. The value obtained for the molecular weight is 138.41 g/mol. The value obtained for the energy is -619.61987 hartree. The net charge is +1. For the max |F|, the calculation gives 4.62 eV/Å. Its highest occupied orbital energy (spin up / spin down) is -11.56 / -12.93 eV.

Here are the natural (NBO) charges for atoms 1 to 6, given in e: -0.840, 1.040, -0.432, -0.451, -0.095, 0.005

=====

[3]
C16H23MnO | wB97M-V/def2-TZVPD

Atoms and positions in Å:
Mn: 0.467 0.175 1.119
C: 0.650 -1.477 2.368
C: -0.793 -1.485 2.432
C: -1.288 -2.137 1.266
H: -1.395 -1.234 3.307
C: -0.192 -2.470 0.436
C: 1.006 -1.986 1.040
H: 2.012 -2.183 0.667
H: 1.324 -1.283 3.200
H: -2.331 -2.380 1.059
H: -0.242 -3.099 -0.457
C: 1.729 1.621 2.115
C: 2.522 0.489 1.722
C: 2.470 0.391 0.289
H: 3.108 -0.141 2.386
C: 1.680 1.473 -0.197
C: 1.219 2.231 0.919
H: 0.594 3.115 0.841
H: 1.587 1.977 3.133
H: 2.978 -0.332 -0.346
H: 1.621 1.776 -1.238
O: -0.527 0.256 -0.586
C: -0.672 -0.013 -2.644
C: -2.022 0.115 -2.121
C: -0.038 -1.322 -2.727
C: 0.051 1.185 -3.085
C: -1.910 0.515 -0.688
H: -2.576 -0.821 -2.245
H: -2.563 0.893 -2.667
H: -2.089 1.590 -0.567
H: -2.522 -0.097 -0.013
H: -0.266 -1.818 -3.692
H: -0.400 -1.992 -1.940
H: 1.056 -1.226 -2.658
H: -0.122 1.400 -4.159
H: 1.130 1.021 -2.984
H: -0.244 2.085 -2.534
C: -1.057 1.163 2.175
H: -0.772 1.194 3.240
H: -2.023 0.648 2.061
H: -1.160 2.185 1.776

Its HOMO-LUMO gap (spin up / spin down) is 3.56 / 3.71 eV. As for the expectation value of S²: 6.098. As for the spin multiplicity: 5. The value obtained for the molecular weight is 286.30 g/mol. The value obtained for the energy is -1849.36322 hartree. The net charge is -2. For the max |F|, the calculation gives 2.88 eV/Å. Its highest occupied orbital energy (spin up / spin down) is 2.24 / 2.00 eV.

Here are the natural (NBO) charges for atoms 1 to 6, given in e: 0.812, -0.421, -0.282, -0.363, 0.198, -0.295

=====

[4]
C15H42N2O13P4 | wB97M-V/def2-TZVPD

Atoms and positions in Å:
C: -2.650 0.684 -1.004
C: -1.280 0.077 -1.090
C: -1.214 -1.422 -0.896
N: -0.200 0.698 -1.377
P: 0.271 2.211 -0.753
C: 0.907 1.843 0.936
C: -0.019 0.998 1.820
O: -1.336 1.527 1.839
C: 0.517 0.854 3.265
N: 0.063 1.871 4.208
H: -2.647 1.759 -0.852
H: -3.228 0.184 -0.229
H: -3.151 0.451 -1.949
H: -0.277 -1.695 -0.421
H: -2.048 -1.738 -0.268
H: -1.345 -1.943 -1.847
H: -0.889 2.960 -0.424
H: 1.877 1.353 0.861
H: 1.053 2.843 1.364
H: -0.066 0.001 1.376
H: -1.244 2.487 1.813
H: 0.164 -0.110 3.641
H: 1.608 0.823 3.290
H: -0.935 1.778 4.349
H: 0.219 2.795 3.820
C: 2.772 1.071 -2.257
O: 4.025 0.747 -2.928
P: 4.617 -0.688 -2.637
O: 4.928 -0.882 -1.219
O: 5.950 -0.555 -3.539
C: 6.319 0.583 -4.310
O: 4.129 -2.079 -3.228
C: 3.806 -2.175 -4.626
H: 2.435 2.034 -2.618
H: 2.018 0.319 -2.472
H: 2.949 1.122 -1.186
H: 6.802 1.327 -3.677
H: 5.463 1.027 -4.814
H: 7.030 0.241 -5.060
H: 4.723 -2.216 -5.212
H: 3.193 -1.335 -4.956
H: 3.246 -3.096 -4.766
C: 1.751 -8.428 -0.680
O: 1.952 -7.066 -1.107
P: 0.664 -6.137 -1.228
O: -0.286 -6.682 -2.197
O: 1.429 -4.820 -1.739
C: 2.837 -4.677 -1.942
O: -0.153 -5.427 -0.067
C: 0.552 -4.764 0.996
H: 2.735 -8.872 -0.559
H: 1.222 -8.470 0.272
H: 1.191 -8.972 -1.438
H: 3.118 -5.082 -2.915
H: 3.410 -5.164 -1.156
H: 3.058 -3.616 -1.923
H: 0.940 -3.810 0.641
H: 1.371 -5.373 1.380
H: -0.162 -4.589 1.796
C: -4.551 6.915 4.588
O: -4.773 6.273 3.314
P: -4.081 4.848 3.063
O: -2.624 5.056 3.140
O: -4.651 4.723 1.551
C: -5.570 5.612 0.921
O: -4.200 3.270 3.315
C: -5.465 2.587 3.277
H: -5.172 7.806 4.607
H: -4.837 6.265 5.414
H: -3.503 7.192 4.679
H: -5.045 6.484 0.533
H: -6.361 5.928 1.597
H: -6.016 5.068 0.090
H: -5.803 2.494 2.246
H: -6.223 3.102 3.868
H: -5.307 1.597 3.695

Its HOMO-LUMO gap is 8.17 eV. The value obtained for the molecular weight is 582.40 g/mol. The value obtained for the energy is -3049.91254 hartree. The net charge is 0. For the max |F|, the calculation gives 5.92 eV/Å. Its highest occupied orbital energy is -8.15 eV.

Here are the Löwdin charges for atoms 1 to 6, given in e: -0.048, -0.467, -0.034, -0.156, 0.866, -0.346

=====

[5]
C23H44NOP3Tl | wB97M-V/def2-TZVPD

Atoms and positions in Å:
Tl: 0.540 -0.857 -0.064
P: -1.765 2.314 -0.847
P: -1.769 -2.062 -0.036
P: -0.455 1.358 -2.584
H: 4.092 1.923 1.194
C: 4.099 2.662 0.380
C: 3.198 3.625 0.327
H: 2.417 3.736 1.096
C: -1.839 2.211 0.962
C: -3.491 2.027 -1.316
C: -1.502 4.076 -1.205
C: -0.897 -3.666 0.151
C: -2.886 -2.050 1.397
C: -2.955 -2.258 -1.391
C: 1.042 2.384 -2.651
C: -1.408 1.952 -4.018
C: 0.088 -0.261 -3.232
H: 4.854 2.493 -0.420
H: 3.190 4.386 -0.479
H: -0.968 2.714 1.409
H: -1.872 1.166 1.303
H: -2.753 2.738 1.290
H: -3.804 1.032 -0.970
H: -3.637 2.112 -2.398
H: -4.078 2.799 -0.800
H: -0.543 4.405 -0.786
H: -2.316 4.625 -0.717
H: -1.520 4.295 -2.279
H: -1.679 -4.382 0.470
H: -0.155 -3.641 0.958
H: -0.487 -4.037 -0.792
H: -3.225 -3.078 1.576
H: -3.757 -1.423 1.155
H: -2.393 -1.656 2.294
H: -3.537 -3.170 -1.196
H: -2.461 -2.323 -2.369
H: -3.642 -1.396 -1.388
H: 1.597 2.047 -3.538
H: 1.664 2.249 -1.755
H: 0.802 3.449 -2.766
H: -0.816 1.685 -4.903
H: -1.572 3.034 -4.015
H: -2.372 1.433 -4.071
H: 0.494 -0.057 -4.234
H: -0.759 -0.958 -3.323
H: 0.902 -0.730 -2.655
C: 2.297 -2.880 -1.035
C: 2.097 -4.290 -0.990
C: 2.904 -5.238 -1.692
C: 3.927 -4.774 -2.545
C: 4.131 -3.388 -2.681
C: 3.280 -2.469 -1.977
O: 2.028 -2.173 0.095
H: 0.070 -2.446 -0.146
H: 1.342 -4.562 -0.240
H: 2.699 -6.356 -1.544
H: 4.495 -5.547 -3.051
H: 4.981 -3.094 -3.349
H: 3.497 -1.413 -2.091
C: -0.359 1.612 6.723
C: -0.071 1.053 5.346
C: 0.496 1.818 4.320
C: 0.844 1.208 3.102
N: 0.531 -0.070 2.819
C: -0.077 -0.782 3.774
C: -0.356 -0.286 5.047
H: -0.316 2.705 6.736
H: -1.352 1.312 7.080
H: 0.358 1.253 7.476
H: 0.680 2.885 4.449
H: 1.377 1.764 2.316
H: -0.357 -1.822 3.513
H: -0.808 -0.946 5.786

Its HOMO-LUMO gap (spin up / spin down) is 5.18 / 5.57 eV. The value obtained for the molecular weight is 647.92 g/mol. The value obtained for the energy is -2228.03457 hartree. The net charge is +3. For the max |F|, the calculation gives 8.56 eV/Å. Its highest occupied orbital energy (spin up / spin down) is -15.67 / -15.89 eV.

Here are the Löwdin charges for atoms 1 to 6, given in e: 0.702, 0.842, 0.713, 0.794, 0.058, -0.071

=====

[6]
C20H22N4OsS2 | wB97M-V/def2-TZVPD

Atoms and positions in Å:
Os: -0.866 -1.712 1.137
C: -1.806 -3.769 0.762
C: -2.821 -2.786 0.980
C: -2.661 -2.259 2.289
C: -1.557 -2.944 2.875
C: -1.032 -3.876 1.943
H: -1.686 -4.383 -0.118
H: -3.615 -2.515 0.301
H: -3.328 -1.580 2.794
H: -1.208 -2.819 3.890
H: -0.246 -4.589 2.134
S: -1.656 0.181 0.289
C: -0.348 0.663 -0.657
N: -0.220 1.783 -1.423
N: -1.209 2.562 -1.516
C: -1.194 3.736 -2.269
C: -2.399 4.440 -2.357
C: -2.433 5.612 -3.084
C: -1.274 6.068 -3.705
C: -0.080 5.350 -3.615
C: -0.024 4.178 -2.897
N: 0.764 -0.127 -0.779
N: 0.721 -1.232 -0.139
C: 1.868 -2.063 -0.379
C: 2.554 -1.961 -1.588
C: 3.645 -2.781 -1.809
C: 4.057 -3.678 -0.829
C: 3.374 -3.763 0.376
C: 2.267 -2.961 0.603
H: -2.087 2.333 -1.039
H: -3.292 4.065 -1.869
H: -3.355 6.169 -3.173
H: -1.298 6.994 -4.263
H: 0.807 5.716 -4.114
H: 0.888 3.603 -2.819
H: 2.219 -1.268 -2.345
H: 4.174 -2.724 -2.750
H: 4.911 -4.317 -1.011
H: 3.704 -4.453 1.141
H: 1.741 -3.016 1.547
C: -0.734 0.424 3.752
S: 0.370 -0.713 2.893
C: 1.606 0.458 2.323
H: -1.166 1.150 3.070
H: -0.150 0.922 4.524
H: -1.518 -0.163 4.224
H: 2.048 0.893 3.219
H: 1.172 1.239 1.706
H: 2.372 -0.086 1.776

Its HOMO-LUMO gap (spin up / spin down) is 5.24 / 5.24 eV. The value obtained for the molecular weight is 572.79 g/mol. The value obtained for the energy is -1880.79455 hartree. The net charge is +2. For the max |F|, the calculation gives 1.42 eV/Å. Its highest occupied orbital energy (spin up / spin down) is -14.04 / -14.04 eV.

Here are the natural (NBO) charges for atoms 1 to 6, given in e: 0.431, -0.224, -0.206, -0.302, -0.204, -0.278

=====

[7]
C41H62N2O17 | wB97M-V/def2-TZVPD

Atoms and positions in Å:
C: 3.860 3.628 0.923
C: 4.089 2.876 -0.227
C: 2.929 2.149 -0.417
N: 2.052 2.461 0.597
C: 2.678 3.299 1.501
H: 4.605 4.195 1.473
H: 4.887 2.902 -0.949
H: 2.675 1.404 -1.154
H: 1.082 2.219 0.713
H: 2.197 3.454 2.451
C: 5.805 -0.899 3.893
C: 4.547 -1.177 3.377
C: 4.159 -0.093 2.655
N: 5.135 0.879 2.756
C: 6.081 0.431 3.654
H: 6.407 -1.621 4.427
H: 4.021 -2.107 3.519
H: 3.287 0.077 2.040
H: 5.081 1.798 2.353
H: 6.975 0.995 3.865
O: -4.504 0.837 0.872
C: -4.237 1.376 1.918
C: -3.015 2.225 2.242
C: -3.088 2.366 3.730
C: -4.548 2.035 4.079
O: -4.955 1.129 3.021
H: -2.101 1.783 1.857
H: -3.166 3.154 1.692
H: -2.310 1.830 4.268
H: -2.942 3.428 3.952
H: -4.659 1.555 5.046
H: -5.184 2.917 4.008
O: -3.016 -5.278 -0.195
C: -3.519 -4.215 0.054
C: -4.919 -3.769 -0.341
C: -4.875 -2.265 -0.163
C: -3.709 -2.066 0.849
O: -2.907 -3.227 0.697
H: -5.197 -4.190 -1.303
H: -5.614 -4.251 0.355
H: -4.674 -1.754 -1.102
H: -5.734 -1.781 0.300
H: -3.156 -1.166 0.585
H: -4.075 -1.938 1.869
O: 1.509 -5.853 0.762
C: 0.963 -5.180 -0.064
C: 0.526 -3.676 0.007
C: 0.633 -3.389 -1.508
C: 0.172 -4.683 -2.127
O: 0.790 -5.661 -1.311
H: -0.530 -3.516 0.223
H: 1.222 -3.107 0.611
H: 0.030 -2.513 -1.756
H: 1.663 -3.154 -1.791
H: -0.914 -4.777 -2.012
H: 0.481 -4.792 -3.165
O: -4.477 1.569 -5.523
C: -4.113 1.457 -4.382
C: -3.729 0.185 -3.680
C: -3.591 0.616 -2.208
C: -3.454 2.142 -2.277
O: -4.037 2.496 -3.551
H: -4.545 -0.527 -3.768
H: -2.759 -0.188 -4.005
H: -4.515 0.312 -1.713
H: -2.813 0.111 -1.637
H: -3.876 2.660 -1.421
H: -2.383 2.351 -2.281
O: -0.253 1.859 -3.496
C: 0.772 1.402 -3.904
C: 1.990 2.193 -4.323
C: 3.076 1.205 -4.749
C: 2.340 -0.173 -4.603
O: 1.058 0.107 -4.057
H: 1.775 2.878 -5.142
H: 2.269 2.818 -3.472
H: 3.388 1.445 -5.762
H: 3.984 1.229 -4.148
H: 2.272 -0.696 -5.556
H: 2.779 -0.859 -3.879
O: -1.314 3.315 0.018
C: -1.220 4.303 -0.678
C: -0.310 4.549 -1.863
C: -1.064 5.694 -2.600
C: -1.683 6.392 -1.372
O: -2.017 5.330 -0.480
H: 0.664 4.966 -1.608
H: -0.226 3.631 -2.441
H: -0.697 6.543 -3.182
H: -1.836 5.316 -3.276
H: -0.987 7.094 -0.906
H: -2.614 6.928 -1.554
O: 3.723 -3.609 1.348
C: 4.260 -3.114 0.395
C: 4.181 -1.705 -0.232
C: 4.669 -2.016 -1.653
C: 5.635 -3.163 -1.457
O: 5.082 -3.846 -0.359
H: 3.239 -1.179 -0.116
H: 5.001 -1.111 0.184
H: 3.858 -2.285 -2.338
H: 5.111 -1.158 -2.171
H: 5.668 -3.762 -2.366
H: 6.642 -2.826 -1.193
O: 0.134 -1.343 2.841
C: -0.706 -1.581 3.652
C: -1.316 -2.924 3.985
C: -2.113 -2.692 5.284
C: -1.829 -1.218 5.604
O: -1.226 -0.626 4.463
H: -1.983 -3.259 3.192
H: -0.501 -3.638 4.092
H: -3.155 -2.980 5.166
H: -1.681 -3.357 6.029
H: -2.634 -0.609 6.012
H: -1.095 -1.209 6.418
C: -0.096 0.036 -0.476
O: 0.924 -0.471 0.357
H: -0.881 -0.731 -0.505
H: -0.561 0.915 -0.005
H: 0.256 0.355 -1.452
H: 0.541 -0.845 1.167

Its HOMO-LUMO gap is 7.99 eV. The value obtained for the molecular weight is 854.94 g/mol. The value obtained for the energy is -2988.09824 hartree. The net charge is 0. For the max |F|, the calculation gives 3.18 eV/Å. Its highest occupied orbital energy is -7.68 eV.

Here are the Löwdin charges for atoms 1 to 6, given in e: -0.167, -0.109, -0.133, 0.041, -0.119, 0.098

=====

[8]
C29H50BrF2NNaO6 | wB97M-V/def2-TZVPD

Atoms and positions in Å:
C: -2.172 3.680 3.775
C: -2.293 2.655 4.648
C: -1.375 1.425 4.476
C: -2.021 0.391 3.462
O: -3.120 0.947 2.791
C: -4.361 0.466 3.324
C: -5.542 1.237 2.675
C: -6.869 0.596 3.202
O: -1.028 0.150 2.472
C: -1.126 -1.132 1.886
C: 0.267 -1.570 1.410
O: 0.246 -2.910 0.959
C: 1.517 -3.535 0.993
C: 2.107 -3.988 -0.386
C: 1.203 -3.757 -1.640
C: 2.143 -3.221 -2.794
C: 1.319 -2.677 -4.008
C: 1.389 -1.114 -4.143
C: 0.059 -0.463 -4.649
C: -0.407 0.761 -3.783
C: -0.139 2.163 -4.453
C: 1.077 2.816 -3.701
C: 0.676 3.528 -2.362
C: 1.176 2.817 -1.058
C: 2.498 3.471 -0.510
C: 3.705 2.658 -1.104
C: 5.082 3.305 -0.759
C: 6.255 2.545 -1.516
C: 1.297 -4.811 1.888
C: 0.908 -4.223 3.290
O: 1.647 -3.526 3.834
Br: -0.882 -4.719 3.974
N: -2.205 -1.161 0.855
C: -2.971 -2.377 0.871
O: -4.110 -2.347 0.715
F: -2.394 -3.569 1.128
C: -1.742 -0.809 -0.444
O: -1.369 0.254 -0.651
F: -1.761 -1.694 -1.455
H: -1.197 4.149 3.564
H: -3.058 4.044 3.222
H: -3.035 2.685 5.468
H: -0.418 1.810 4.061
H: -1.129 0.929 5.438
H: -2.321 -0.521 4.043
H: -4.381 0.765 4.401
H: -4.487 -0.642 3.206
H: -5.468 1.241 1.572
H: -5.536 2.293 3.017
H: -7.715 1.304 3.196
H: -7.095 -0.298 2.582
H: -6.668 0.202 4.221
H: -1.415 -1.900 2.662
H: 0.918 -1.527 2.316
H: 0.741 -0.900 0.661
H: 2.304 -2.952 1.514
H: 3.092 -3.503 -0.541
H: 2.323 -5.078 -0.343
H: 0.421 -2.989 -1.526
H: 0.823 -4.729 -2.014
H: 2.942 -3.937 -3.060
H: 2.653 -2.336 -2.342
H: 0.256 -2.982 -3.885
H: 1.681 -3.142 -4.949
H: 1.585 -0.731 -3.118
H: 2.266 -0.813 -4.755
H: 0.117 -0.177 -5.720
H: -0.739 -1.231 -4.537
H: -1.485 0.672 -3.528
H: 0.147 0.750 -2.826
H: 0.042 2.082 -5.543
H: -1.028 2.794 -4.237
H: 1.815 2.022 -3.449
H: 1.564 3.540 -4.388
H: 1.154 4.532 -2.387
H: -0.416 3.707 -2.309
H: 0.397 2.947 -0.277
H: 1.334 1.725 -1.172
H: 2.575 4.546 -0.748
H: 2.518 3.305 0.589
H: 3.657 1.586 -0.830
H: 3.593 2.739 -2.210
H: 5.295 3.279 0.327
H: 5.105 4.340 -1.160
H: 7.058 2.361 -0.777
H: 6.671 3.134 -2.351
H: 5.849 1.587 -1.905
H: 0.464 -5.377 1.429
H: 2.197 -5.447 1.933
Na: -2.649 -2.126 4.249

Its HOMO-LUMO gap is 7.10 eV. The value obtained for the molecular weight is 649.61 g/mol. The value obtained for the energy is -4576.83604 hartree. The net charge is +1. For the max |F|, the calculation gives 3.70 eV/Å. Its highest occupied orbital energy is -11.19 eV.

Here are the Löwdin charges for atoms 1 to 6, given in e: 0.028, -0.169, -0.080, -0.363, -0.076, -0.212